1.
107
Properties=species:S:1:pos:R:3:forces:R:3:lowdin_charge:R:1 method="wB97M-V/def2-TZVPD" max_force_ev_per_a=2.096 homo_ev=-8.5892 total_energy_ha=-3087.7255 lumo_energy_ha=0.00881 charge=0 smiles="CN(C)P(=O)(N(C)C)N(C)C.CN(C)P(=O)(N(C)C)N(C)C.CN(C)P(=O)(N(C)C)N(C)C.C[C@H]1COC(=O)O1.C[N+](=O)[O-]" de_lowest_ev=0.000 spin_multiplicity=1 orbital_gap_ev=8.83
C 6.5208 -2.3231 3.2654 -0.515 0.130 -1.333 -0.108
N 5.5766 -1.3616 2.6599 0.399 -0.074 0.861 -0.298
C 4.3488 -1.1905 3.4499 0.761 0.323 0.277 -0.109
P 6.0602 0.0544 1.8712 -0.156 -0.809 -0.611 0.484
O 5.8212 1.3178 2.5776 -0.354 0.233 0.369 -0.270
N 7.6280 -0.2241 1.4029 -0.315 0.099 -0.254 -0.305
C 8.6492 -0.2164 2.4359 0.598 -0.441 -0.291 -0.125
C 8.0856 0.2549 0.0906 1.412 -0.903 0.577 -0.101
N 5.1924 -0.0576 0.4576 0.271 0.392 0.017 -0.306
C 5.3186 -1.2641 -0.3411 -0.308 -0.167 0.370 -0.110
C 4.0313 0.7951 0.2881 -0.625 0.126 -0.230 -0.115
H 7.1012 -2.7273 2.4327 0.421 0.117 0.288 0.080
H 5.9504 -3.1750 3.6339 -0.043 0.141 0.303 0.078
H 7.1631 -1.8989 4.0322 -0.034 -0.191 0.253 0.065
H 4.5473 -0.6182 4.3655 -0.097 -0.046 0.000 0.086
H 4.0060 -2.1813 3.7408 -0.367 0.033 -0.168 0.075
H 3.6135 -0.6228 2.8847 -0.193 -0.233 -0.064 0.065
H 9.3344 -1.0536 2.2498 0.042 0.081 0.126 0.090
H 9.2438 0.6993 2.4145 -0.158 0.126 0.115 0.087
H 8.2427 -0.3626 3.4290 -0.141 0.234 0.048 0.061
H 8.1783 -0.5785 -0.6164 -0.821 0.260 -0.277 0.074
H 7.5584 1.1311 -0.2633 -0.132 -0.075 -0.257 0.086
H 9.1578 0.4697 0.1933 -0.261 0.598 0.186 0.080
H 6.3587 -1.5713 -0.4012 0.013 -0.096 0.147 0.054
H 4.7490 -2.0685 0.1418 0.020 -0.168 -0.357 0.077
H 4.9962 -1.1143 -1.3724 -0.218 0.157 0.100 0.086
H 3.4499 1.0081 1.1914 0.658 0.122 0.298 0.071
H 3.2522 0.3101 -0.3114 0.475 -0.089 -0.457 0.067
H 4.3406 1.7370 -0.1663 -0.377 0.109 -0.058 0.081
C -0.2773 1.9496 -6.8310 0.666 0.338 0.531 -0.110
N -1.4446 2.0092 -5.9835 -0.729 0.843 -0.274 -0.294
C -2.3420 3.1510 -6.1978 -0.759 -0.312 0.002 -0.111
P -1.4743 1.3863 -4.4479 0.445 -0.507 -0.154 0.468
O -2.8381 1.3752 -3.9067 -0.354 0.101 0.118 -0.271
N -0.8097 -0.1268 -4.5184 0.413 -0.166 0.165 -0.312
C 0.5936 -0.3999 -4.8056 -0.199 -0.032 0.311 -0.127
C -1.6742 -1.2882 -4.6924 -0.587 0.473 -0.517 -0.096
N -0.3186 2.2234 -3.5972 0.779 0.236 0.243 -0.297
C 0.3358 1.6194 -2.4423 -0.832 -0.876 -0.387 -0.112
C -0.2825 3.6789 -3.6176 0.096 0.284 -0.322 -0.109
H 0.5644 2.5203 -6.4017 0.050 -0.172 -0.063 0.081
H -0.4652 2.4042 -7.8009 -0.278 -0.196 -0.070 0.081
H 0.0372 0.9187 -6.9583 0.056 -0.019 -0.181 0.060
H -2.2407 3.5264 -7.2139 0.207 0.048 0.013 0.079
H -2.2228 3.9666 -5.4793 0.214 0.068 -0.164 0.064
H -3.3750 2.8109 -6.0930 0.069 0.024 0.034 0.079
H 0.9609 -1.1317 -4.0763 0.042 -0.155 -0.229 0.082
H 0.7126 -0.7832 -5.8220 0.162 -0.152 0.057 0.080
H 1.2209 0.4797 -4.6862 -0.165 0.170 -0.132 0.070
H -2.0212 -1.3766 -5.7333 0.324 -0.199 0.005 0.087
H -1.1274 -2.1852 -4.4104 -0.103 -0.080 0.096 0.079
H -2.5968 -1.1741 -4.1240 0.221 -0.049 0.306 0.076
H 1.4090 1.5062 -2.6082 0.137 0.505 0.345 0.081
H 0.0439 2.1159 -1.5172 0.404 0.181 0.077 0.089
H -0.0421 0.5959 -2.3764 0.057 0.053 0.208 0.050
H 0.5506 4.0693 -3.0312 -0.010 -0.337 0.209 0.084
H -1.2013 4.1222 -3.2194 0.013 0.041 -0.071 0.087
H -0.0842 4.0700 -4.6196 -0.307 -0.125 -0.049 0.070
C -6.7294 1.9255 4.9436 0.812 -0.189 0.163 -0.085
N -5.6245 2.6244 4.2795 -0.409 0.005 0.153 -0.307
C -5.1877 3.8559 4.9090 -0.173 0.091 0.414 -0.126
P -4.5595 1.8198 3.2987 0.134 -0.343 0.184 0.468
O -3.1882 1.7592 3.8463 0.151 -0.044 -0.006 -0.293
N -5.1868 0.3107 3.0532 -0.058 -0.225 -0.045 -0.318
C -6.3430 0.0324 2.2054 0.499 1.311 0.119 -0.097
C -4.6903 -0.8115 3.8165 0.346 -0.034 0.535 -0.116
N -4.6625 2.5294 1.8126 -0.114 0.534 -0.386 -0.309
C -5.2407 3.8339 1.5596 -0.017 0.114 0.781 -0.108
C -3.6793 2.0536 0.8377 -0.126 -1.225 0.788 -0.095
H -7.6231 1.8763 4.3254 -0.180 0.072 0.148 0.078
H -6.9027 2.4144 5.9011 -0.394 0.255 -0.175 0.079
H -6.4204 0.9192 5.2397 -0.167 -0.108 -0.286 0.070
H -5.8589 4.6959 4.6955 0.142 0.024 -0.276 0.079
H -4.1631 4.0749 4.6159 -0.042 0.174 -0.052 0.080
H -5.2085 3.7574 6.0004 0.218 -0.126 -0.035 0.082
H -7.2145 -0.2997 2.7737 0.193 -0.645 -0.028 0.080
H -6.6678 0.9860 1.7786 0.135 -0.129 -0.218 0.075
H -5.9995 -0.6062 1.3934 -0.574 -0.406 0.008 0.085
H -3.7711 -0.5432 4.3381 -0.082 0.234 -0.050 0.072
H -5.4160 -1.1048 4.5861 -0.009 -0.282 -0.155 0.076
H -4.4192 -1.6687 3.1928 -0.373 0.008 -0.155 0.082
H -5.8355 4.1302 2.4253 -0.212 -0.168 -0.212 0.057
H -4.4797 4.6195 1.4916 0.029 -0.076 -0.461 0.087
H -5.8900 3.7910 0.6857 0.116 0.243 -0.155 0.084
H -2.6867 2.0416 1.3002 0.157 0.521 -0.393 0.072
H -3.7451 2.5733 -0.1108 0.084 0.211 0.046 0.085
H -3.8875 0.9873 0.6681 -0.030 0.139 -0.334 0.071
C 0.8679 -2.8107 -0.1839 1.000 1.331 -1.273 -0.027
C -0.3653 -2.3449 0.5281 -0.449 -0.195 -0.256 -0.279
C -1.2723 -1.4067 -0.3108 -0.002 -0.313 0.178 -0.073
O -2.5392 -2.0614 -0.2595 -0.080 -0.088 -0.630 0.061
C -2.4288 -3.3255 0.2124 0.251 1.004 0.020 -0.573
O -3.3157 -4.1037 0.2288 -0.277 -0.578 0.093 0.175
O -1.1879 -3.5196 0.6940 -0.019 -0.081 0.399 0.060
H 1.4694 -1.9223 -0.4417 0.151 -0.093 0.525 0.081
H 0.6717 -3.1661 -1.2012 -0.527 -0.428 0.284 0.096
H 1.5173 -3.5252 0.3115 -0.207 -0.010 0.355 0.079
H -0.1759 -1.8844 1.4976 0.128 -0.326 0.139 0.155
H -0.8677 -1.3145 -1.3237 -0.429 -0.209 -0.153 0.113
H -1.4698 -0.4044 0.0612 0.474 0.002 0.318 0.128
C 0.1919 -6.5568 0.8845 -0.706 0.463 0.424 0.034
N 0.5388 -6.5811 -0.5555 -0.338 -0.141 -0.359 -0.446
O -0.3876 -6.5645 -1.3485 0.535 0.086 0.230 0.068
O 1.7171 -6.6746 -0.8468 -0.231 0.163 0.055 0.053
H 0.2927 -7.5724 1.2518 0.290 0.047 0.117 0.103
H -0.8340 -6.2219 1.0061 -0.110 -0.194 -0.358 0.088
H 0.7909 -5.8183 1.4083 0.502 -0.353 -0.110 0.091

=====

2.
13
Properties=species:S:1:pos:R:3:forces:R:3:lowdin_charge:R:1 method="wB97M-V/def2-TZVPD" max_force_ev_per_a=5.158 homo_ev=-8.9813 total_energy_ha=-249.3003 lumo_energy_ha=0.03796 charge=0 smiles="C=NCC1=CC1" de_lowest_ev=4.706 spin_multiplicity=1 orbital_gap_ev=10.01
C -2.9110 -0.1672 -0.1305 2.820 -0.220 2.444 -0.051
N -1.7284 -0.0245 0.3483 0.277 0.098 0.333 -0.044
C -0.4485 0.3403 -0.3120 0.581 1.841 1.213 -0.141
C 0.9804 0.0611 0.3443 -5.104 -0.080 -0.739 -0.228
C 1.8223 -0.4980 1.1162 0.877 0.109 2.211 -0.002
C 2.3132 0.0052 -0.1854 2.732 1.571 -1.330 -0.175
H -3.6573 -0.3879 0.6176 -0.337 0.025 0.158 0.058
H -3.2450 -0.2073 -1.1111 -0.204 0.269 -2.317 0.040
H -0.4221 1.5131 -0.2353 -0.300 -2.004 -0.965 0.150
H -0.3322 -0.0876 -1.3137 -0.181 0.541 -0.165 0.105
H 2.1597 -0.7650 2.1159 -0.346 -0.373 -0.582 0.103
H 3.0298 0.9266 -0.2747 -1.498 -1.438 0.161 0.115
H 2.4392 -0.7088 -0.9797 0.683 -0.341 -0.421 0.069

=====

3.
13
Properties=species:S:1:pos:R:3:forces:R:3:lowdin_charge:R:1 method="wB97M-V/def2-TZVPD" max_force_ev_per_a=0.262 homo_ev=-7.8608 total_energy_ha=-340.6839 lumo_energy_ha=0.02600 charge=0 de_lowest_ev=3.022 spin_multiplicity=1 orbital_gap_ev=8.57
N 2.3526 0.0080 0.2486 0.047 0.047 -0.134 0.088
C 0.9694 0.0678 0.0264 -0.157 -0.006 -0.040 -0.426
C 0.2468 -0.4380 -1.0589 0.032 -0.015 0.046 -0.040
C -1.1077 -0.3301 -0.7533 0.017 0.031 0.060 -0.028
C -1.1719 0.2488 0.5251 -0.014 -0.062 -0.254 -0.470
O -2.1982 0.9156 1.1355 -0.140 -0.032 -0.084 0.051
N 0.1540 0.5329 1.0020 0.086 0.050 -0.145 0.121
H 2.7566 0.9170 0.4404 -0.041 -0.132 0.078 0.084
H 2.8425 -0.4326 -0.5184 -0.042 0.087 0.062 0.077
H 0.6731 -0.8773 -1.9543 -0.071 0.054 0.146 0.103
H -1.9498 -0.6048 -1.3768 0.121 0.041 0.114 0.107
H -3.0206 0.4674 0.9023 0.078 0.097 0.077 0.110
H -0.5469 -0.4746 1.3814 0.085 -0.162 0.075 0.223